# C22H24N2O6S

One molecule with the formula C22H24N2O6S in a non-equilibrium geometry (wB97M-V/def2-TZVPD, the Open Molecules 2025 dataset).

## Properties
orbital gap = 0.30051 hartree
charge = 0
DFT total energy = -1811.87457 Ha
LUMO level = -0.594 eV
relative energy (zero: lowest compared OMol25 entry of this formula, charge and spin) = 173.44 kJ/mol
SMILES = COc1cccc(/C=C/C(=O)OCC(=O)Nc2ccc(S(=O)(=O)N3CCCC3)cc2)c1
2S+1 = 1

Each line ends with the Löwdin charge.
Atoms and positions in Å:
1 C -2.83521 0.78180 7.29599  -0.08
2 O -1.99394 1.85023 7.66108  -0.08
3 C -1.49041 2.65046 6.68660  -0.27
4 C -0.66567 3.69203 7.12547  0.01
5 C -0.10618 4.56437 6.21525  -0.07
6 C -0.35514 4.41851 4.86243  -0.04
7 C -1.17280 3.38368 4.40365  -0.21
8 C -1.40808 3.26887 2.98030  0.00
9 C -2.11533 2.31820 2.34975  0.03
10 C -2.31047 2.28628 0.90500  -0.47
11 O -2.95900 1.42756 0.33455  0.08
12 O -1.71252 3.29636 0.25608  0.02
13 C -1.95411 3.44450 -1.13840  -0.05
14 C -1.04618 2.56635 -2.02221  -0.42
15 O -0.20277 3.05296 -2.73832  0.09
16 N -1.33751 1.24831 -1.90387  0.14
17 C -0.74486 0.16373 -2.54721  -0.20
18 C 0.24919 0.30613 -3.51621  0.01
19 C 0.77806 -0.81847 -4.12128  -0.04
20 C 0.32452 -2.07337 -3.76293  -0.28
21 S 1.04014 -3.49910 -4.56644  0.68
22 O 0.95510 -3.33972 -5.98857  -0.28
23 O 0.47206 -4.68841 -3.98674  -0.30
24 N 2.65509 -3.28749 -4.12987  -0.23
25 C 3.61075 -3.89526 -5.04250  -0.20
26 C 3.92251 -5.25277 -4.41664  -0.16
27 C 3.97682 -4.90367 -2.92873  -0.16
28 C 2.94869 -3.76566 -2.78427  -0.19
29 C -0.65734 -2.22840 -2.80283  -0.05
30 C -1.19441 -1.11082 -2.19445  0.00
31 C -1.73858 2.50097 5.33059  0.04
32 H -3.10945 0.29261 8.22905  0.09
33 H -3.74134 1.13695 6.79498  0.10
34 H -2.31723 0.06468 6.65132  0.10
35 H -0.48521 3.79001 8.18393  0.12
36 H 0.52842 5.36502 6.56362  0.11
37 H 0.08466 5.10392 4.15390  0.11
38 H -0.95320 4.04143 2.37372  0.12
39 H -2.59886 1.50331 2.86646  0.11
40 H -1.74019 4.49125 -1.36130  0.14
41 H -3.00309 3.21236 -1.35898  0.14
42 H -2.07637 1.00879 -1.23914  0.11
43 H 0.59269 1.29092 -3.78568  0.10
44 H 1.54028 -0.73886 -4.87904  0.12
45 H 3.16297 -3.95033 -6.03265  0.11
46 H 4.50448 -3.26360 -5.07851  0.13
47 H 4.84947 -5.68691 -4.78511  0.11
48 H 3.09730 -5.93791 -4.61341  0.11
49 H 3.73169 -5.75125 -2.29291  0.11
50 H 4.97228 -4.54464 -2.66461  0.11
51 H 2.01937 -4.11874 -2.33379  0.11
52 H 3.33785 -2.93685 -2.18613  0.12
53 H -0.98921 -3.22372 -2.55287  0.11
54 H -1.96565 -1.21349 -1.44489  0.12
55 H -2.37408 1.70687 4.97677  0.10